52
Properties=species:S:1:pos:R:3 method="wB97M-V/def2-TZVPD" smiles="O=C(NCc1ccccc1)c1ccc(CNc2c(N3CCCC3)c(=O)c2=O)cc1" de_lowest_kcal_mol=37.9 total_charge=0 e_homo_ha=-0.2904 energy_ev=-34836.9815 molar_mass_g_mol=389.5
O -4.63 2.31 1.76
C 3.01 0.01 -3.03
H 1.54 2.75 1.45
C 2.39 0.80 1.39
C 1.53 1.77 1.89
N -3.10 -0.30 0.63
H 1.57 -1.75 3.45
H -4.98 0.19 -0.18
H 2.60 -1.80 -5.85
C 1.73 0.57 -2.95
C 3.31 -0.84 -4.08
H -2.41 -2.28 0.69
N 3.47 0.13 -0.64
C -2.90 1.55 3.48
H -0.83 0.62 4.99
O 3.60 2.30 -0.02
H 4.30 -1.27 -4.15
C 3.22 1.17 0.20
H 4.32 1.39 -2.01
C -0.48 -0.22 4.39
H -3.85 -0.61 -2.55
C 0.78 0.27 -3.91
C -2.38 0.27 2.98
C 1.09 -0.59 -4.95
H -0.04 2.21 3.29
C -2.23 -1.36 -1.28
C -3.69 -0.97 -1.54
H 1.50 1.24 -2.14
H 4.92 -0.29 -2.09
C 0.65 1.46 2.92
C 4.03 0.33 -1.96
C -3.08 0.38 1.78
C -3.75 1.62 2.22
N -1.59 -0.67 3.56
C 2.35 -1.14 -5.04
O -2.65 2.26 4.42
H -1.13 -1.03 0.59
H 3.13 -1.20 1.65
C 0.64 0.18 3.47
H -1.36 -1.47 2.98
H -0.19 -1.04 5.05
H 0.34 -0.82 -5.70
C -3.93 0.12 -0.49
H -1.98 -2.34 -1.68
H -1.56 -0.62 -1.72
H 3.04 -0.76 -0.47
C 2.42 -0.46 1.98
H -4.34 -1.82 -1.36
C -2.13 -1.31 0.25
C 1.55 -0.76 3.01
H -3.61 1.10 -0.85
H -0.20 0.71 -3.84